Run a
The following is a quantum chemistry calculation of a cluster of 2 separate species, C2H6IN2O in total, from the OMol25 dataset.

Computed properties:
molecular weight: 200.99 u
E_HOMO: -0.499 hartree

ORCA input file:
```
! RIJCOSX wB97M-V def2-TZVPD def2/J DEFGRID3
* xyz 1 1
I -2.97 0.13 -0.10
O -1.41 -2.55 -0.47
N -0.79 -1.90 0.48
N -0.36 1.98 -0.15
C -1.14 -0.72 0.78
C 0.25 0.84 -0.13
H -1.00 -0.59 1.91
H -0.88 2.24 -0.94
H -0.92 -3.50 -0.64
H 0.28 0.47 -1.14
H 1.00 0.63 0.58
H -0.22 2.70 0.67
*
```

natural (NBO) charges in e: 0.12 -0.46 -0.01 -0.62 -0.28 0.08 0.28 0.43 0.53 0.23 0.24 0.45



Run b
The following is a quantum chemistry calculation of a structure of composition C2H6IN2O, from the OMol25 dataset.

Computed properties:
molecular weight: 200.99 u
E_HOMO (spin up / spin down): -0.493 / -0.430 hartree

ORCA input file:
```
! RIJCOSX wB97M-V def2-TZVPD def2/J DEFGRID3
* xyz 1 1
I -0.69 -0.79 1.90
O -1.21 1.26 3.56
N 0.57 0.25 -0.62
N -1.27 2.33 3.32
C 0.68 -0.96 -1.44
C -0.74 0.39 0.11
H 0.51 1.14 -1.09
H -0.20 -1.12 -2.03
H 1.48 0.19 -0.13
H -1.43 0.02 -0.60
H 0.64 -1.82 -0.84
H 1.67 -0.88 -2.15
*
```

natural (NBO) charges in e: 0.33 -0.14 -0.58 0.30 -0.44 -0.28 0.45 0.23 0.45 0.18 0.24 0.25



run a is favored, and the nearest alternative lies 1.764 eV above it.



Run a
The following is a quantum chemistry calculation of an isolated molecule of C4HF2NO2, from the OMol25 dataset.

Computed properties:
<S²>: 2.056
molecular weight: 133.05 u
E_HOMO (spin up / spin down): -0.311 / -0.363 hartree

ORCA input file:
```
! RIJCOSX wB97M-V def2-TZVPD def2/J DEFGRID3
* xyz 0 3
F -2.12 1.60 0.52
F 0.30 1.81 0.30
O -3.18 -1.14 -0.30
O 3.53 -1.12 0.52
N -2.01 -0.75 -0.23
C -0.07 0.53 0.18
C 2.55 -0.60 0.27
C -1.51 0.40 0.15
C 1.32 -0.27 -0.14
H 1.18 -0.45 -1.25
*
```

natural (NBO) charges in e: -0.29 -0.31 -0.15 -0.41 0.01 0.40 0.74 0.38 -0.65 0.29



Run b
The following is a quantum chemistry calculation of an isolated molecule of C4HF2NO2, from the OMol25 dataset.

Computed properties:
<S²>: 2.029
molecular weight: 133.05 u
E_HOMO (spin up / spin down): -0.278 / -0.327 hartree

ORCA input file:
```
! RIJCOSX wB97M-V def2-TZVPD def2/J DEFGRID3
* xyz 0 3
F -2.25 1.48 0.23
F 0.50 1.91 0.18
O -3.13 -0.82 -0.50
O 3.65 -0.84 0.08
N -1.89 -0.64 -0.41
C 1.20 -0.37 -0.02
C 2.60 -0.52 0.21
C -1.40 0.51 -0.02
C 0.07 0.65 0.11
H 0.64 -1.37 0.13
*
```

natural (NBO) charges in e: -0.26 -0.31 -0.26 -0.37 -0.22 -0.57 0.75 0.62 0.31 0.30



run a is favored, and the nearest alternative lies 0.435 eV above it.



Run a
The following is a quantum chemistry calculation of a cluster of 2 separate species, C2H5OP in total, from the OMol25 dataset.

Computed properties:
molecular weight: 76.03 u
E_HOMO (spin up / spin down): -0.296 / -0.298 hartree

ORCA input file:
```
! RIJCOSX wB97M-V def2-TZVPD def2/J DEFGRID3
* xyz 0 1
P -1.52 1.17 0.21
O 2.72 0.88 -0.28
C 2.16 0.08 0.36
C -1.01 -0.57 0.08
H 2.17 -0.24 1.46
H -0.92 -0.99 -0.83
H -0.68 1.46 1.22
H -0.71 1.83 -0.72
H -0.65 -1.01 1.01
*
```

natural (NBO) charges in e: 0.30 -0.46 0.35 -0.63 0.13 0.18 -0.04 -0.02 0.19



Run b
The following is a quantum chemistry calculation of an isolated molecule of C2H5OP, from the OMol25 dataset.

Computed properties:
SMILES: C=COP
molecular weight: 76.03 u
E_HOMO: -0.341 hartree

ORCA input file:
```
! RIJCOSX wB97M-V def2-TZVPD def2/J DEFGRID3
* xyz 0 1
P -1.65 0.22 -1.36
O -0.38 0.49 -0.26
C 1.46 -0.22 1.07
C 0.61 -0.38 0.07
H 0.87 -1.28 -0.56
H 2.34 -0.97 1.12
H -2.09 -0.98 -0.76
H -0.96 -0.50 -2.37
H 1.31 0.59 1.83
*
```

natural (NBO) charges in e: 0.68 -0.77 -0.49 0.12 0.17 0.22 -0.07 -0.07 0.21



run b is favored, and the nearest alternative lies 3.363 eV above it.



Run a
The following is a quantum chemistry calculation of a structure of composition C3H6S2, from the OMol25 dataset.

Computed properties:
molecular weight: 106.22 u
E_HOMO: -0.322 hartree

ORCA input file:
```
! RIJCOSX wB97M-V def2-TZVPD def2/J DEFGRID3
* xyz 0 1
S 2.06 0.09 -0.19
S -1.90 0.13 -0.30
C -0.68 -1.12 0.05
C 0.31 -0.03 0.39
C -0.52 1.29 0.05
H -0.91 -1.67 1.15
H 0.61 -0.12 1.44
H -0.63 -1.87 -0.83
H -0.09 1.75 -0.90
H 2.09 -0.64 -1.60
H -0.35 2.19 0.74
*
```

natural (NBO) charges in e: -0.08 0.23 -0.56 -0.34 -0.55 0.22 0.23 0.25 0.22 0.15 0.24



Run b
The following is a quantum chemistry calculation of a cluster of 2 separate species, C3H6S2 in total, from the OMol25 dataset.

Computed properties:
SMILES: SC1=CC1.S
molecular weight: 106.21 u
E_HOMO: -0.317 hartree

ORCA input file:
```
! RIJCOSX wB97M-V def2-TZVPD def2/J DEFGRID3
* xyz 0 1
S 2.45 -1.83 -1.08
S -1.59 -0.48 -1.01
C -0.54 1.65 0.93
C -1.01 0.35 0.38
C -0.66 0.33 1.64
H -1.26 2.44 1.13
H -1.74 0.61 -1.77
H 1.29 -2.28 -1.53
H 3.15 -2.61 -1.89
H -0.51 -0.20 2.54
H 0.44 2.03 0.66
*
```

natural (NBO) charges in e: -0.28 0.08 -0.40 -0.18 -0.21 0.18 0.14 0.14 0.14 0.23 0.18



run a is favored, and the nearest alternative lies 0.189 eV above it.



Run a
The following is a quantum chemistry calculation of the ion C4H10NO2S with charge -1, from the OMol25 dataset.

Computed properties:
SMILES: CN[S@@](=O)([O-])=C(C)C
molecular weight: 136.20 u
E_HOMO: -0.098 hartree

ORCA input file:
```
! RIJCOSX wB97M-V def2-TZVPD def2/J DEFGRID3
* xyz -1 1
S -1.60 0.64 -0.17
O -2.44 0.95 1.00
O -1.99 1.33 -1.40
N -2.06 -1.06 -0.43
C 0.92 1.75 1.03
C 0.54 0.47 0.35
C -1.34 -1.89 0.58
C 1.10 0.27 -0.97
H 2.10 0.22 -0.98
H -0.28 -1.64 0.45
H 0.14 2.26 1.61
H -1.57 -1.65 1.68
H -1.50 -2.93 0.40
H 1.14 2.57 0.43
H 0.94 -0.78 -1.38
H -1.55 -1.30 -1.26
H 0.86 1.04 -1.81
H 1.79 1.60 1.59
*
```

natural (NBO) charges in e: 1.98 -1.01 -1.00 -0.82 -0.69 -0.34 -0.46 -0.70 0.20 0.23 0.23 0.21 0.17 0.15 0.17 0.34 0.16 0.19



Run b
The following is a quantum chemistry calculation of a cluster of 2 separate species, C4H10NO2S in total, from the OMol25 dataset.

Computed properties:
molecular weight: 136.20 u
E_HOMO: -0.116 hartree

ORCA input file:
```
! RIJCOSX wB97M-V def2-TZVPD def2/J DEFGRID3
* xyz -1 1
S -0.91 1.13 -0.85
O -1.29 1.64 -2.18
O -1.20 1.97 0.33
N -2.18 -0.28 -0.42
C 2.00 -0.98 -1.32
C -2.40 -0.29 1.00
C 1.59 0.05 0.87
C 2.24 0.02 -0.45
H 1.44 -1.80 -0.95
H 2.73 0.95 -0.77
H -1.59 -1.02 -0.66
H 2.18 0.75 1.62
H 1.51 -0.95 1.34
H 2.47 -0.80 -2.34
H -2.99 0.53 1.19
H -1.38 -0.15 1.62
H 0.62 0.48 0.74
H -2.85 -1.24 1.21
*
```

natural (NBO) charges in e: 1.56 -1.02 -1.06 -0.85 -0.44 -0.41 -0.67 -0.15 0.19 0.19 0.31 0.19 0.20 0.20 0.20 0.14 0.26 0.17



run b is favored, and the nearest alternative lies 1.568 eV above it.



Run a
The following is a quantum chemistry calculation of a cluster of 2 separate species, CH4I2N3 in total, from the OMol25 dataset.

Computed properties:
molecular weight: 311.87 u
E_HOMO: -0.487 hartree

ORCA input file:
```
! RIJCOSX wB97M-V def2-TZVPD def2/J DEFGRID3
* xyz 1 1
I 2.56 -1.51 0.09
I -2.69 -1.27 0.07
N -1.51 0.34 -0.16
N 0.70 1.21 0.03
N 0.58 -1.45 -0.01
C -0.26 0.42 0.09
H 1.57 0.71 0.05
H 0.38 -1.90 0.81
H -1.96 1.31 -0.54
H 0.62 2.15 -0.43
*
```

natural (NBO) charges in e: 0.45 0.53 -0.79 -0.75 -0.82 0.71 0.42 0.35 0.45 0.44



Run b
The following is a quantum chemistry calculation of a cluster of 2 separate species, CH4I2N3 in total, from the OMol25 dataset.

Computed properties:
molecular weight: 311.87 u
E_HOMO (spin up / spin down): -0.489 / -0.489 hartree

ORCA input file:
```
! RIJCOSX wB97M-V def2-TZVPD def2/J DEFGRID3
* xyz 1 1
I 0.42 -3.02 1.74
I -2.87 1.28 1.39
N 0.73 -0.46 -0.66
N -0.48 -1.18 1.23
N -1.52 1.20 -0.04
C -0.17 -0.43 0.25
H 1.39 -1.23 -0.73
H -0.84 1.95 0.09
H 0.73 0.24 -1.40
H -1.28 -0.94 1.81
*
```

natural (NBO) charges in e: 0.44 0.48 -0.77 -0.74 -0.78 0.67 0.44 0.37 0.45 0.44



run b is favored, and the nearest alternative lies 0.701 eV above it.